No. 1
Entry from the OMol25 dataset: a molecular structure, C36H43Cl3N3O4PtSSi (ωB97M-V/def2-TZVPD).

Each line ends with the Löwdin charge.
Positions of all 92 atoms, in Å:
Pt  0.1274  -0.5698  0.8460  1.055
C  -1.6909  -1.0069  1.8261  -0.392
Si  -1.8769  0.2368  3.1340  0.563
C  -0.1902  0.3261  3.9646  -0.232
N  0.8890  0.3925  2.9493  -0.258
C  1.2001  1.8074  2.5536  -0.181
C  2.4536  2.3627  3.2372  -0.194
C  2.5832  1.8624  4.6715  -0.191
C  2.6833  0.3251  4.6915  -0.170
C  2.1151  -0.2894  3.4077  -0.210
C  -3.1316  -0.2079  4.4815  -0.225
C  -4.4162  0.3447  4.5332  -0.097
C  -5.3535  -0.0829  5.4675  -0.098
C  -5.0233  -1.0733  6.3817  -0.108
C  -3.7533  -1.6338  6.3554  -0.100
C  -2.8258  -1.2054  5.4148  -0.100
C  -2.3183  1.9199  2.4381  -0.254
C  -2.6570  2.9935  3.2687  -0.115
C  -2.9240  4.2527  2.7469  -0.100
C  -2.8557  4.4615  1.3748  -0.102
C  -2.5205  3.4110  0.5321  -0.080
C  -2.2574  2.1516  1.0586  -0.089
H  -2.4939  -1.0303  1.0879  0.002
H  -1.5759  -2.0240  2.2269  0.004
H  -0.0618  -0.5951  4.5430  0.081
H  -0.1132  1.1539  4.6792  0.089
H  0.3269  2.4112  2.8049  0.107
H  1.3280  1.8545  1.4743  0.062
H  2.4135  3.4537  3.2020  0.114
H  3.3381  2.0643  2.6680  0.048
H  1.7121  2.1877  5.2470  0.096
H  3.4542  2.3092  5.1545  0.102
H  2.1718  -0.0696  5.5728  0.097
H  3.7278  0.0125  4.7693  0.105
H  1.8820  -1.3461  3.5489  0.122
H  2.8314  -0.2433  2.5918  0.054
H  -4.6956  1.1188  3.8266  0.095
H  -6.3433  0.3579  5.4803  0.096
H  -5.7510  -1.4071  7.1115  0.094
H  -3.4876  -2.4096  7.0636  0.096
H  -1.8442  -1.6688  5.4053  0.092
H  -2.7083  2.8468  4.3438  0.102
H  -3.1799  5.0715  3.4088  0.094
H  -3.0605  5.4433  0.9648  0.094
H  -2.4523  3.5722  -0.5369  0.100
H  -1.9656  1.3448  0.3943  0.067
Cl  5.8760  0.5124  -1.2537  0.565
C  4.6146  0.3794  -0.0157  -1.451
Cl  3.7606  1.9363  0.0871  0.632
Cl  5.4066  0.0474  1.5592  0.575
C  3.5512  -0.7623  -0.3301  -0.834
O  3.6789  -1.3270  -1.4126  -0.044
O  2.7422  -0.9343  0.5965  -0.136
C  1.3120  -3.6910  -0.8769  -0.032
N  0.6970  -3.1114  -2.0630  -0.104
C  1.5351  -3.0357  -3.2481  -0.055
C  -0.5036  -2.4970  -1.9538  -0.526
O  -1.0534  -2.2630  -0.8796  -0.035
N  -1.0932  -2.1066  -3.1652  -0.149
C  -2.2282  -1.2143  -2.9978  -0.069
C  -1.3203  -3.1600  -4.1388  -0.071
H  1.3071  -4.7844  -0.9383  0.085
H  0.7651  -3.3805  0.0082  0.068
H  2.3362  -3.3246  -0.7913  0.073
H  2.5201  -2.6827  -2.9493  0.071
H  1.1091  -2.3345  -3.9616  0.078
H  1.6411  -4.0162  -3.7277  0.084
H  -1.9706  -0.4276  -2.2927  0.073
H  -3.1173  -1.7385  -2.6254  0.088
H  -2.4578  -0.7675  -3.9678  0.083
H  -0.4855  -3.8576  -4.1471  0.066
H  -1.4175  -2.7319  -5.1388  0.084
H  -2.2382  -3.7213  -3.9145  0.091
C  0.8317  -0.9436  -7.8695  -0.043
C  1.4593  0.1871  -8.6480  -0.746
O  1.5463  0.1684  -9.8501  -0.023
S  2.1065  1.6273  -7.8099  1.016
C  1.7220  1.3639  -6.1048  -0.587
C  0.5083  1.8017  -5.5828  -0.106
C  0.2006  1.5714  -4.2523  -0.033
C  1.0997  0.9056  -3.4119  -0.237
C  2.3302  0.4917  -3.9378  -0.015
C  2.6355  0.7238  -5.2700  -0.098
C  0.7657  0.6237  -2.0471  -0.137
C  0.4718  0.3740  -0.8944  -0.191
H  -0.2520  -0.8509  -7.9627  0.092
H  1.0926  -0.9468  -6.8139  0.058
H  1.1319  -1.8773  -8.3419  0.086
H  -0.1961  2.3140  -6.2268  0.102
H  -0.7478  1.8998  -3.8461  0.112
H  3.0312  -0.0196  -3.2867  0.099
H  3.5856  0.3936  -5.6720  0.107

Properties
- energy above the lowest of the compared OMol25 structures with the same formula, charge and spin (kcal/mol) = 0.00
- LUMO energy (spin up / spin down) (Ha) = 0.0872 / 0.0868
- calculated total energy (eV) = -110217.7141
- net charge = -1
- spin multiplicity = 3

No. 2
Entry from the OMol25 dataset: a molecular structure, C36H43Cl4MoN4O6S2 in a non-equilibrium geometry (ωB97M-V/def2-TZVPD).

Each line ends with the Löwdin charge.
Positions of all 96 atoms, in Å:
Mo  -0.1508  0.1748  -0.0460  1.745
O  -2.8911  1.4163  -2.3196  -0.366
Cl  -2.5273  0.3409  -1.4403  0.899
O  -3.3641  -0.8237  -1.6378  -0.428
O  -0.9682  0.7503  1.2577  -0.344
O  -1.0815  -0.1179  -1.9215  -0.579
C  2.5614  6.6925  -0.6962  -0.029
C  2.3532  5.8286  -1.9479  -0.552
C  3.7147  5.5338  -2.6051  -0.019
C  1.4645  6.5865  -2.9360  -0.045
C  1.7499  4.4898  -1.5693  -0.104
C  0.7204  3.8892  -2.2897  0.053
C  0.2190  2.6639  -1.9030  -0.058
N  0.6906  1.9946  -0.8398  -0.041
C  1.7202  2.5404  -0.1419  -0.167
C  2.2494  3.7618  -0.4794  0.077
C  2.2286  1.7183  0.9829  -0.165
C  3.2692  2.0986  1.8133  0.088
C  3.6908  1.2751  2.8552  -0.107
C  3.0153  0.0577  3.0070  0.034
C  1.9893  -0.2695  2.1557  -0.087
N  1.6073  0.5394  1.1559  -0.059
C  4.8312  1.6452  3.7877  -0.554
C  5.3591  3.0537  3.5180  -0.049
C  4.3387  1.5635  5.2411  -0.023
C  5.9647  0.6287  3.5653  -0.023
H  2.9394  7.6682  -0.9993  0.101
H  3.2962  6.2697  -0.0099  0.080
H  1.6268  6.8503  -0.1555  0.102
H  4.1835  6.4738  -2.8965  0.103
H  3.6001  4.9218  -3.5013  0.095
H  4.3908  5.0221  -1.9170  0.088
H  1.8959  7.5691  -3.1218  0.101
H  0.4572  6.7375  -2.5433  0.101
H  1.3961  6.0821  -3.9010  0.090
H  0.2808  4.3721  -3.1492  0.126
H  -0.5897  2.2009  -2.4489  0.093
H  3.0601  4.1693  0.1041  0.118
H  3.7481  3.0524  1.6611  0.109
H  3.2790  -0.6323  3.7958  0.130
H  1.4417  -1.1979  2.2623  0.117
H  4.5835  3.8127  3.6410  0.097
H  5.7953  3.1459  2.5207  0.092
H  6.1485  3.2805  4.2331  0.102
H  3.5075  2.2473  5.4198  0.101
H  5.1528  1.8435  5.9090  0.102
H  4.0252  0.5567  5.5181  0.084
H  6.3310  0.6608  2.5373  0.094
H  5.6471  -0.3903  3.7919  0.086
H  6.7977  0.8687  4.2258  0.103
Cl  -6.6291  -3.2868  4.5504  0.745
C  -5.8831  -3.7463  3.0698  -0.656
C  -5.6733  -2.7968  2.0776  -0.077
C  -5.0697  -3.1801  0.8929  -0.029
C  -4.6767  -4.4980  0.6727  -0.231
C  -3.9750  -4.8843  -0.6084  -0.288
C  -2.4535  -4.9193  -0.4760  -0.026
N  -1.8790  -3.7327  0.1608  -0.013
C  -1.8931  -3.4526  1.5131  -0.002
C  -1.2835  -2.2535  1.6630  -0.086
N  -0.8764  -1.8076  0.4150  -0.106
C  -1.2475  -2.7368  -0.4586  -0.128
O  -4.3089  -3.9980  -1.6757  -0.099
C  -5.6053  -4.2515  -2.1616  -0.153
C  -6.0125  -3.1583  -3.0864  -0.215
C  -7.2110  -3.2243  -3.8661  -0.895
Cl  -8.2651  -4.5012  -3.8866  0.904
S  -7.4621  -1.8297  -4.8450  1.139
C  -6.0378  -1.1476  -4.2123  -0.254
C  -5.3612  -1.9657  -3.2984  -0.045
C  -4.8994  -5.4249  1.6873  -0.584
Cl  -4.3973  -7.0759  1.4829  0.770
C  -5.4984  -5.0659  2.8837  -0.105
H  -5.9824  -1.7738  2.2398  0.115
H  -4.8892  -2.4403  0.1215  0.116
H  -4.2590  -5.9051  -0.8886  0.137
H  -2.0050  -5.0223  -1.4624  0.147
H  -2.1758  -5.7850  0.1237  0.131
H  -2.3484  -4.1122  2.2314  0.145
H  -1.1346  -1.6700  2.5551  0.116
H  -1.1186  -2.6768  -1.5266  0.146
H  -6.3352  -4.2979  -1.3399  0.156
H  -5.6501  -5.2171  -2.6829  0.151
H  -5.7280  -0.1636  -4.5369  0.108
H  -4.4425  -1.6742  -2.8106  0.075
H  -5.6671  -5.8034  3.6556  0.119
C  3.5727  -2.1085  -0.4249  -0.224
S  2.3728  -1.8482  -1.7154  0.973
C  3.3360  -0.8293  -2.8100  -0.214
O  1.3365  -0.8856  -1.1348  -0.707
H  4.3620  -2.7367  -0.8401  0.081
H  3.0773  -2.6431  0.3835  0.064
H  3.9745  -1.1551  -0.0843  0.065
H  4.1529  -1.4385  -3.1987  0.082
H  3.7145  0.0331  -2.2631  0.071
H  2.6862  -0.5260  -3.6283  0.072

Properties
- energy above the lowest of the compared OMol25 structures with the same formula, charge and spin (kcal/mol) = 0.00
- LUMO energy (spin up / spin down) (Ha) = -0.3075 / -0.3757
- calculated total energy (eV) = -129863.6548
- net charge = +3
- spin multiplicity = 3

> Which formula does entry 1 have?

C36H43Cl3N3O4PtSSi

> The lowest calculated total energy belongs to which entry?

C36H43Cl4MoN4O6S2